DFT (ωB97M-V/def2-TZVPD) results for a cluster of 2 separate species, C41H39F10N3O2 in total at a distorted geometry.

**LUMO level**: -2.66 eV
**Strongest force on any atom**: 0.0603 hartree/bohr
**HOMO-LUMO gap**: 0.143 hartree

Each line ends with the Mulliken charge.
Cartesian coordinates (Å):
F (1.9081, 1.1311, 3.9664)  -0.18
C (3.0674, 0.4411, 3.9804)  0.27
C (3.0766, -0.9102, 3.9784)  0.25
F (1.9258, -1.6177, 3.9917)  -0.16
C (4.3074, -1.6923, 3.9787)  0.32
O (4.3029, -2.9307, 3.9170)  -0.54
C (5.5377, -0.9047, 4.0458)  0.44
F (6.6902, -1.6018, 4.0919)  -0.27
C (5.5338, 0.4458, 4.0428)  0.40
F (6.6828, 1.1493, 4.0862)  -0.28
C (4.2980, 1.2262, 3.9730)  0.31
O (4.2960, 2.4639, 3.9022)  -0.57
C (2.7075, 2.8443, -1.3604)  -1.34
C (3.1905, 1.3960, -1.2706)  1.67
C (4.6871, 1.3420, -0.9613)  -1.86
C (2.8481, 0.6331, -2.5488)  0.78
C (3.7200, 0.6985, -3.6376)  -0.56
C (3.4049, 0.0806, -4.8429)  -1.51
C (2.1909, -0.5831, -4.9839)  -0.30
C (1.2852, -0.6366, -3.9261)  1.13
C (-0.0378, -1.3664, -4.1374)  1.56
C (0.1940, -2.8492, -4.4163)  -1.50
C (-0.8550, -0.7064, -5.2434)  -1.58
C (1.6196, -0.0410, -2.6989)  -1.73
N (0.6739, -0.0880, -1.6099)  1.97
N (-0.5553, 0.4829, -1.7331)  -1.12
N (-1.1673, 0.2705, -0.5256)  2.07
C (-2.5410, 0.6792, -0.3084)  -0.65
C (-3.5469, -0.2681, -0.0003)  0.38
C (-3.2682, -1.7701, 0.0018)  2.71
C (-2.8096, -2.2830, -1.3606)  -1.02
C (-4.4497, -2.5927, 0.5128)  -2.26
C (-4.8399, 0.1944, 0.2514)  -0.78
C (-5.1460, 1.5485, 0.1735)  -1.74
C (-4.1636, 2.4645, -0.1792)  -0.71
C (-2.8576, 2.0379, -0.4351)  1.06
C (-1.8194, 3.0983, -0.8031)  2.07
C (-1.6427, 4.1046, 0.3325)  -1.32
C (-2.1978, 3.7987, -2.1065)  -1.56
C (-0.3291, -0.4275, 0.3242)  -1.15
C (-0.6835, -0.7223, 1.6955)  0.58
C (-1.1527, 0.2750, 2.5826)  -0.42
C (-1.5543, -0.0641, 3.8611)  0.16
C (-1.9862, 1.0318, 4.7985)  0.62
F (-2.9342, 0.6068, 5.6882)  -0.28
F (-0.9259, 1.5076, 5.5286)  -0.25
F (-2.5174, 2.0990, 4.1148)  -0.24
C (-1.5490, -1.3775, 4.3153)  -0.90
C (-1.1006, -2.3596, 3.4431)  -0.23
C (-1.1796, -3.7973, 3.8898)  0.62
F (-0.7878, -4.6644, 2.9071)  -0.29
F (-0.3928, -4.0356, 4.9860)  -0.25
F (-2.4678, -4.1293, 4.2366)  -0.26
C (-0.6177, -2.0548, 2.1810)  -0.44
C (0.8322, -0.7232, -0.3644)  1.21
C (1.9519, -1.4257, 0.0526)  -2.25
H (1.6255, 2.8905, -1.5369)  0.22
H (2.9301, 3.3811, -0.4307)  0.40
H (3.2075, 3.3550, -2.1948)  0.30
H (2.6660, 0.8964, -0.4506)  -0.02
H (5.0469, 0.3068, -0.9762)  0.38
H (5.2530, 1.9224, -1.6996)  0.36
H (4.8855, 1.7585, 0.0331)  0.43
H (4.6580, 1.2455, -3.5362)  0.22
H (4.1043, 0.1243, -5.6748)  0.37
H (1.9298, -1.0680, -5.9271)  0.36
H (-0.5952, -1.2665, -3.2031)  -0.76
H (0.7717, -3.3076, -3.6044)  0.38
H (-0.7627, -3.3775, -4.5021)  0.39
H (0.7576, -2.9747, -5.3507)  0.35
H (-1.0228, 0.3515, -5.0103)  0.33
H (-0.3209, -0.7712, -6.2001)  0.33
H (-1.8294, -1.1982, -5.3407)  0.42
H (-2.4474, -1.9356, 0.7115)  -1.16
H (-1.8915, -1.7854, -1.6857)  -0.21
H (-2.6138, -3.3627, -1.3164)  0.40
H (-3.5851, -2.0831, -2.1132)  0.31
H (-4.7594, -2.2590, 1.5105)  0.49
H (-5.2960, -2.5016, -0.1789)  0.44
H (-4.1716, -3.6507, 0.5841)  0.41
H (-5.6243, -0.5203, 0.5018)  0.46
H (-6.1593, 1.8823, 0.3817)  0.38
H (-4.3932, 3.5300, -0.2522)  0.35
H (-0.8699, 2.5804, -0.9680)  -0.91
H (-1.3585, 3.5997, 1.2649)  0.25
H (-0.8597, 4.8293, 0.0802)  0.42
H (-2.5832, 4.6437, 0.5096)  0.30
H (-2.3063, 3.0668, -2.9146)  0.35
H (-3.1508, 4.3296, -1.9879)  0.31
H (-1.4208, 4.5165, -2.3919)  0.43
H (-1.1816, 1.3125, 2.2585)  0.55
H (-1.8946, -1.6241, 5.3159)  0.58
H (-0.2533, -2.8388, 1.5203)  0.67
H (1.9088, -1.8313, 1.0541)  0.35
H (2.7510, -1.5950, -0.6565)  0.29